The following is a DFT calculation (the ωB97M-V functional and the def2-TZVPD basis) of a 2-piece molecular cluster, C6H3Cl2FN2 overall in a non-equilibrium geometry.

Structure (ORCA input):
```
! wB97M-V def2-TZVPD RIJCOSX def2/J DEFGRID3
* xyz 0 1
C 1.546 -0.080 -0.394
C 0.121 1.133 1.196
Cl -2.704 -1.854 -1.475
C 1.412 0.701 0.749
C -1.393 -1.965 -0.327
H 2.464 -0.424 -0.766
F 0.027 1.740 2.401
H 2.227 0.815 1.414
C 0.376 -0.203 -1.236
N -0.793 0.370 -0.816
H 0.618 -0.484 -2.235
Cl -2.312 1.797 0.736
C -0.940 0.956 0.306
N -0.650 -2.500 0.446
*
```

Computed properties:
- SMILES = Fc1cccnc1Cl.N#CCl
- E_HOMO (eV) = -9.5
- molecular weight (g/mol) = 193.01
- energy above the lowest of the compared OMol25 structures with the same formula, charge and spin (kcal per mole) = 0.0
- frontier orbital gap (eV) = 9.4
- calculated total energy (eV) = -37010.549
- LUMO level (eV) = -0.1

Here are the natural (NBO) charges for atoms 1 to 5, given in e: -0.22 0.37 0.11 -0.22 0.19

---

The following is a DFT calculation (the ωB97M-V functional and the def2-TZVPD basis) of one molecule with the formula C6H3I in a non-equilibrium geometry.

Structure (ORCA input):
```
! wB97M-V def2-TZVPD RIJCOSX def2/J DEFGRID3
* xyz 0 1
C 0.061 0.731 -1.207
C 0.330 -0.994 0.747
H -0.704 2.837 -0.265
C -0.101 1.182 1.074
C 0.132 -0.658 -0.768
C -0.286 1.865 0.007
H 0.839 -1.240 -1.417
I 0.503 -3.022 1.285
C 0.186 0.039 1.546
H -0.960 -0.742 -1.001
*
```

Computed properties:
- E_HOMO (eV) = -8.9
- molecular weight (g/mol) = 201.99
- energy above the lowest of the compared OMol25 structures with the same formula, charge and spin (kcal per mole) = 50.3
- frontier orbital gap (eV) = 8.3
- calculated total energy (eV) = -14363.251
- LUMO level (eV) = -0.6

Here are the natural (NBO) charges for atoms 1 to 5, given in e: 0.16 -0.14 0.26 0.17 -0.68

---

> Which of these has the lowest LUMO level?

C6H3I